Computed, not measured: one molecule with the formula C3H7NO, with ωB97M-V/def2-TZVPD.

Structure (XYZ):
```
12
Properties=species:S:1:pos:R:3:forces:R:3:lowdin_charge:R:1
C -1.860329 -0.289121 -0.092224 -0.1 -0.1 -0.1 -0.074
N -0.558648 0.155503 0.351957 0.1 0.0 0.1 -0.015
C 0.643625 -0.120875 -0.233226 0.0 0.0 0.1 -0.547
C 1.810995 0.325608 0.639090 0.1 0.0 0.0 -0.007
O 0.776282 -0.645676 -1.324778 -0.1 0.2 0.4 0.043
H -1.747671 -0.979883 -0.928497 0.1 0.1 0.1 0.085
H -2.497549 0.547520 -0.402193 0.2 -0.1 0.0 0.081
H -2.355554 -0.807418 0.735520 0.0 0.0 -0.2 0.082
H -0.506599 0.523371 1.284901 -0.1 0.0 0.0 0.116
H 2.253601 1.238490 0.231351 0.0 -0.1 0.0 0.085
H 2.580738 -0.448030 0.661124 -0.1 0.1 -0.1 0.084
H 1.496844 0.530616 1.667789 0.1 0.0 -0.2 0.068
```
Positions in Å, forces in eV/Å.

Computed properties:
SMILES = CNC(C)=O
Relative energy (zero: lowest compared OMol25 entry of this formula, charge and spin) = 6.7 kcal per mole
Kohn-Sham gap = 0.3885 hartree
Strongest force on any atom = 0.4 eV/A


Computed, not measured: C4H7NOS2 as an isolated structure, with ωB97M-V/def2-TZVPD.

Structure (XYZ):
```
15
Properties=species:S:1:pos:R:3:forces:R:3:lowdin_charge:R:1
C 3.042154 1.881673 -0.430043 0.1 2.7 -0.7 -0.481
C -0.087872 -0.353607 -0.397867 -1.6 -1.9 -1.2 -0.824
C -2.365007 -1.337753 0.669811 1.6 -1.1 3.7 -0.446
C -1.904228 -1.742005 -0.715682 -3.5 -3.6 -4.2 -0.282
H 2.815623 3.093997 0.239816 1.8 -3.4 -2.4 0.096
H 2.850957 2.037577 -1.707574 0.8 -0.3 4.1 0.092
H 4.212046 1.295830 -0.212700 -4.0 1.8 -0.4 0.105
H -3.375309 -0.963484 0.917822 0.6 0.6 -1.2 0.073
H -2.342652 -2.184725 1.600455 0.4 1.6 -3.0 0.133
H -1.977607 -2.950120 -0.722365 0.8 2.8 -0.3 0.151
H -2.754600 -1.472709 -1.595402 2.2 -0.4 2.6 0.171
N 0.933325 0.248909 -0.758705 0.0 -1.0 -1.0 -0.327
O -0.637888 -1.276094 -1.288415 -1.6 0.2 2.8 -0.081
S 1.412526 1.381063 0.276775 2.8 1.7 0.9 0.709
S -0.973084 -0.198552 1.119530 -0.5 0.4 0.4 0.912
```
Positions in Å, forces in eV/Å.

Computed properties:
Relative energy (zero: lowest compared OMol25 entry of this formula, charge and spin) = 122.1 kcal per mole
Kohn-Sham gap = 0.3080 hartree
Strongest force on any atom = 6.5 eV/A


Computed, not measured: C31H34N6O2SbScSe4 as an isolated structure, with ωB97M-V/def2-TZVPD.

Structure (XYZ):
```
79
Properties=species:S:1:pos:R:3:forces:R:3:lowdin_charge:R:1
Sc -0.218293 -0.065990 0.291784 -0.2 -0.1 -0.1 0.532
C -4.896822 4.340491 -3.011984 0.1 -0.1 0.0 -0.056
C -4.010201 3.486099 -2.135874 -0.1 0.0 0.0 -0.264
C -4.536474 2.757446 -1.065228 -0.1 -0.1 -0.1 0.027
C -3.755914 1.965639 -0.236944 -0.2 -0.1 0.0 -0.168
C -4.431535 1.116715 0.829734 0.3 0.1 0.0 -0.516
N -4.887660 1.947034 1.921519 0.0 0.1 -0.1 -0.055
C -3.899690 2.768274 2.591055 0.0 -0.1 0.0 -0.217
C -3.172886 2.096642 3.763734 0.1 0.0 -0.1 -0.173
C -1.974606 2.906340 4.247170 0.0 -0.1 -0.1 -0.138
N -0.741417 2.489354 3.547952 -0.5 -0.1 -0.1 0.098
C 0.443486 2.808435 3.947114 0.4 0.1 0.2 0.013
C 1.670733 2.390642 3.367682 0.0 0.2 0.3 -0.109
C 2.885767 2.899208 3.875466 -0.1 0.1 0.1 0.015
C 4.098258 2.546562 3.344442 0.1 0.0 0.0 -0.258
C 5.404137 3.081985 3.878983 -0.1 -0.1 -0.1 -0.047
C 4.078679 1.655719 2.251561 0.2 0.0 0.1 0.036
C 2.927737 1.116153 1.724250 0.0 -0.2 -0.3 -0.092
C 3.027389 0.252135 0.540252 0.0 0.1 0.2 -0.064
N 2.080291 -0.313590 -0.094500 0.1 0.0 0.0 -0.011
C 2.456193 -1.002083 -1.336308 0.0 0.1 0.1 -0.196
C 1.829599 -0.312255 -2.559012 0.0 0.0 0.0 -0.185
C 1.552245 1.171880 -2.365321 -0.1 0.0 0.1 -0.206
N 0.325538 1.387168 -1.577925 0.2 -0.1 0.1 -0.010
C -0.497231 2.237845 -2.061808 -0.2 0.0 0.0 -0.074
C -1.839631 2.539423 -1.590384 0.2 0.0 -0.2 -0.118
C -2.662955 3.326741 -2.400471 0.0 0.0 -0.1 0.001
C -2.367770 1.948413 -0.431798 -0.1 -0.2 0.1 -0.334
O -1.583449 1.379317 0.452658 0.2 0.6 0.2 -0.307
C 1.672988 1.462338 2.298557 0.0 -0.2 -0.1 -0.269
O 0.585937 0.959752 1.881988 0.1 0.4 0.5 -0.130
H -5.744082 4.731878 -2.447691 0.0 0.0 0.0 0.074
H -5.298967 3.771328 -3.854217 0.0 0.0 0.0 0.081
H -4.345498 5.188498 -3.420979 0.0 0.0 0.0 0.073
H -5.607010 2.791434 -0.877387 0.1 0.0 0.0 0.130
H -5.289365 0.612095 0.396549 -0.2 0.1 -0.1 0.079
H -5.475883 1.434485 2.563436 0.0 -0.1 0.0 0.117
H -4.377244 3.682110 2.959972 0.0 0.0 0.0 0.119
H -3.170539 3.079420 1.838695 0.0 0.0 0.0 0.116
H -2.852505 1.098563 3.451748 0.0 0.0 0.1 0.046
H -3.867213 1.952016 4.592978 0.0 0.0 0.0 0.119
H -1.812838 2.769391 5.314776 0.1 0.0 0.0 0.123
H -2.131278 3.972922 4.071384 0.0 0.0 0.0 0.129
H -0.804676 1.906983 2.702397 0.0 0.1 0.0 0.125
H 0.487116 3.457001 4.821320 0.0 0.0 0.0 0.152
H 2.847258 3.598991 4.706011 0.0 0.0 0.0 0.124
H 5.235215 3.798983 4.681538 0.0 0.0 0.0 0.076
H 5.974933 3.584173 3.096287 0.0 0.0 0.0 0.082
H 6.027396 2.278414 4.274978 0.0 0.0 0.0 0.083
H 5.025718 1.377688 1.795036 0.0 0.0 0.0 0.130
H 4.047749 0.129720 0.164916 0.1 0.0 0.0 0.131
H 2.109850 -2.032417 -1.283112 0.0 0.0 0.0 0.100
H 3.545827 -1.007757 -1.427999 0.1 0.0 0.0 0.112
H 0.893421 -0.801712 -2.821290 0.0 0.0 0.0 0.041
H 2.515589 -0.438143 -3.398705 0.0 0.0 0.0 0.116
H 1.451797 1.641296 -3.345624 0.0 0.1 0.0 0.111
H 2.390371 1.659553 -1.858789 0.0 0.0 0.0 0.117
H -0.228747 2.739687 -2.997428 0.0 0.1 0.0 0.127
H -2.229056 3.798035 -3.279676 0.0 0.0 0.0 0.120
Se -2.596609 -5.377600 -0.598916 0.0 -0.1 0.1 -0.298
Sb -3.336050 -3.232914 -1.310170 -0.1 0.2 0.1 0.193
Se -1.213922 -1.631863 -1.267929 -0.4 -0.9 -1.0 0.054
Se -3.304759 -0.486024 1.318617 -0.1 0.3 0.6 0.433
Se -4.648514 -2.303191 0.985143 0.0 -0.3 -0.3 -0.030
N -0.879177 -2.713913 3.962748 0.0 -0.1 0.0 0.141
C -0.812441 -1.565291 3.251924 0.1 -0.1 0.2 -0.200
N -0.291117 -1.727872 2.070370 0.3 0.0 -0.5 0.041
C -0.001958 -3.097013 1.976283 0.1 0.1 -0.1 -0.216
C 0.561419 -3.835414 0.938026 0.1 0.0 0.0 -0.052
C 0.750047 -5.185328 1.143031 0.0 0.0 0.0 -0.102
C 0.386763 -5.805208 2.349611 0.0 0.0 0.0 -0.086
C -0.183466 -5.088341 3.382283 0.0 0.0 0.0 -0.016
C -0.368204 -3.727763 3.161217 -0.1 0.1 0.2 -0.183
H -1.339121 -2.825851 4.848102 0.0 0.0 0.0 0.160
H -1.157290 -0.626637 3.654209 0.0 0.0 0.0 0.110
H 0.786367 -3.372347 -0.011157 0.0 0.0 0.0 0.054
H 1.147069 -5.792176 0.338763 0.0 0.0 0.0 0.106
H 0.539970 -6.871255 2.463508 0.0 0.0 0.0 0.104
H -0.481988 -5.562643 4.309307 0.0 0.0 0.0 0.109
```
Positions in Å, forces in eV/Å.

Computed properties:
Relative energy (zero: lowest compared OMol25 entry of this formula, charge and spin) = 13.2 kcal per mole
Kohn-Sham gap = 0.1533 hartree
Strongest force on any atom = 1.4 eV/A


Computed, not measured: C39H64KN5O3S3Si3 as an isolated structure, with ωB97M-V/def2-TZVPD.

Structure (XYZ):
```
118
Properties=species:S:1:pos:R:3:forces:R:3:lowdin_charge:R:1
K 0.420310 0.768097 0.751619 -0.6 0.0 -0.6 0.567
N 1.674610 0.576797 5.050519 -0.1 -0.1 0.5 0.088
C 0.681410 -0.154603 5.654419 0.2 0.0 -0.4 -0.279
C 0.241710 0.146997 6.942419 -0.2 0.0 0.3 -0.066
C -0.697690 -0.646303 7.579919 0.1 0.0 0.0 -0.153
C -1.226990 -1.761303 6.935019 -0.2 -0.2 0.3 -0.162
C -0.808690 -2.073003 5.650319 0.1 0.2 0.0 -0.152
C 0.129510 -1.288303 5.003519 0.2 -0.1 -0.3 -0.479
S 0.784910 -1.692803 3.426719 0.2 -0.1 0.4 0.836
N 1.333010 -0.250503 2.821019 -1.2 -1.4 -0.7 -0.517
C 1.837510 0.675497 3.644919 1.6 2.0 0.0 -0.457
C 2.473210 1.804797 3.119919 -0.9 -1.7 1.2 -0.289
C 3.128610 2.811597 3.905819 0.4 0.8 0.4 -0.097
C 3.655510 3.914597 3.305019 -0.2 -0.4 0.7 -0.175
C 3.535510 4.065197 1.907419 0.2 0.5 -0.8 -0.173
C 2.916510 3.040197 1.207619 0.1 0.1 0.3 -0.269
N 2.422010 1.945997 1.739219 0.5 0.1 -1.0 -0.074
H 1.934210 1.410797 5.556519 -0.1 -0.1 -0.1 0.099
H 0.648810 1.016997 7.449319 0.0 0.0 0.0 0.096
H -1.018490 -0.394203 8.584319 0.0 0.0 0.0 0.077
H -1.962590 -2.379303 7.436419 0.0 0.0 0.0 0.072
H -1.189490 -2.945103 5.136619 -0.1 -0.1 -0.1 0.086
H 3.235310 2.686197 4.979219 0.1 0.0 0.0 0.070
H 4.175010 4.669897 3.888719 0.0 0.0 0.1 0.074
H 3.921110 4.935897 1.397719 0.0 0.1 -0.1 0.045
H 2.816310 3.108597 0.127719 0.0 0.1 -0.2 0.090
C 5.152710 1.124697 -0.605781 -0.6 -0.3 -0.5 -0.191
Si 4.120610 -0.076803 -1.672281 0.8 -0.2 0.6 0.622
C 3.778210 -1.663903 -0.676981 0.1 0.5 -0.4 -0.195
C 4.992810 -0.353903 -3.362381 -0.8 0.1 0.3 -0.297
C 6.274110 -0.659603 -3.785781 0.3 -0.1 0.0 -0.107
C 6.563910 -0.705303 -5.140681 0.0 0.0 -0.2 -0.115
C 5.569010 -0.442903 -6.078681 0.1 0.0 0.0 -0.113
C 4.280410 -0.132103 -5.662781 0.1 0.0 -0.5 -0.110
C 3.979810 -0.085003 -4.317981 -0.2 0.0 0.9 -0.302
Si 2.450310 0.396697 -3.256281 -0.3 0.3 -0.7 0.619
C 1.001110 -0.835903 -3.437881 0.5 0.3 0.2 -0.189
C 1.844210 2.142697 -3.713181 0.3 -0.5 0.4 -0.203
H 6.148210 0.736697 -0.400781 0.1 -0.2 -0.1 0.020
H 4.650010 1.305697 0.337419 -0.1 0.0 0.2 0.002
H 5.266610 2.077197 -1.113181 0.0 0.2 -0.1 0.020
H 4.668410 -2.262503 -0.496181 0.2 0.0 0.0 0.021
H 3.050310 -2.290603 -1.184281 -0.1 -0.1 -0.1 -0.026
H 3.354110 -1.381903 0.284219 -0.1 0.1 0.2 0.026
H 7.061810 -0.847603 -3.064181 0.0 0.0 0.0 0.096
H 7.570610 -0.933703 -5.472181 0.0 0.0 0.0 0.089
H 5.809810 -0.469403 -7.134981 0.0 0.0 0.0 0.088
H 3.518510 0.094997 -6.398781 0.0 0.0 -0.1 0.095
H 0.802510 -1.108003 -4.472481 0.1 0.1 -0.2 0.022
H 0.097210 -0.393303 -3.030881 -0.2 0.1 0.1 0.020
H 1.182310 -1.755603 -2.889281 0.1 -0.2 0.1 -0.037
H 1.420110 2.169297 -4.713881 -0.1 -0.1 -0.2 0.019
H 2.660510 2.860997 -3.675781 0.2 0.0 0.0 0.021
H 1.084410 2.469497 -3.007581 -0.2 0.0 0.1 -0.045
C -4.755290 -0.091903 -0.243481 0.3 0.0 0.0 -0.028
C -3.269390 -0.353703 0.039719 -0.5 -0.6 0.2 -0.645
C -3.037790 -0.447403 1.551419 0.0 0.2 -0.3 -0.010
C -2.850690 -1.668903 -0.624681 0.0 0.4 0.0 -0.035
O -2.467990 0.660897 -0.517181 0.2 -0.3 -0.1 -0.188
Si -2.616690 2.304497 -0.470081 0.9 0.4 -0.2 -0.200
S -0.805790 3.067597 -1.030881 0.0 0.0 0.2 0.307
O -3.892190 2.795497 -1.417381 -0.3 -0.1 0.4 -0.150
C -3.865390 2.918397 -2.815281 -0.3 0.3 -0.9 -0.676
C -5.325690 2.899397 -3.298681 0.3 0.0 0.2 -0.039
C -3.214090 4.254697 -3.190581 -0.1 -0.2 0.1 -0.058
C -3.099790 1.769497 -3.469581 -0.1 0.1 0.1 -0.050
O -3.172390 2.580397 1.055519 0.1 -0.5 -0.2 -0.151
C -3.366990 3.743497 1.799819 -0.3 0.8 0.9 -0.664
C -2.869990 3.457497 3.225819 -0.1 0.0 -0.4 -0.019
C -2.609690 4.945797 1.243019 0.0 -0.3 0.0 -0.062
C -4.872590 4.054097 1.810119 0.4 -0.2 0.0 -0.030
H -5.371290 -0.897103 0.156319 0.0 -0.1 0.1 0.080
H -4.915990 -0.026503 -1.318681 -0.1 0.0 -0.1 0.073
H -5.051590 0.852097 0.205819 -0.1 0.1 0.1 0.076
H -3.670190 -1.219903 1.985719 0.0 -0.1 0.1 0.086
H -3.276990 0.511597 2.000219 0.0 0.0 0.2 0.072
H -1.995990 -0.688203 1.757319 0.1 -0.1 0.1 0.071
H -3.438690 -2.491403 -0.225081 0.0 -0.2 0.1 0.082
H -1.796890 -1.866603 -0.445181 0.0 0.0 0.1 0.019
H -2.999090 -1.616303 -1.701381 -0.1 0.0 -0.2 0.081
H -5.885890 3.689397 -2.801481 -0.1 0.1 0.0 0.076
H -5.792890 1.944697 -3.061681 0.0 -0.1 0.0 0.073
H -5.364590 3.054897 -4.376481 0.0 0.0 -0.1 0.074
H -3.777390 5.075197 -2.750481 -0.1 0.1 0.0 0.079
H -3.175490 4.380897 -4.270781 0.0 0.0 -0.2 0.075
H -2.205990 4.262997 -2.781881 0.1 0.1 -0.1 0.005
H -3.512490 0.818297 -3.144581 -0.1 -0.2 0.0 0.073
H -2.061990 1.810497 -3.156781 0.2 0.0 0.0 0.040
H -3.159290 1.835497 -4.553381 0.0 0.0 -0.2 0.082
H -1.816390 3.186997 3.189619 0.1 0.0 0.0 0.093
H -3.420990 2.626597 3.660119 -0.1 -0.1 0.1 0.079
H -2.991690 4.335697 3.857519 0.0 0.1 0.1 0.078
H -1.542990 4.737497 1.226119 0.1 0.1 0.0 0.060
H -2.803690 5.825997 1.855219 0.0 0.1 0.1 0.082
H -2.927090 5.133497 0.222119 0.0 0.2 -0.2 0.069
H -5.417290 3.211097 2.229519 -0.1 -0.1 0.0 0.078
H -5.202790 4.211097 0.786319 -0.1 0.0 -0.1 0.077
H -5.082890 4.943897 2.400419 0.0 0.1 0.1 0.075
C 1.413510 -5.417703 -2.767481 0.2 0.0 -0.3 -0.144
N 0.870210 -6.066403 -1.596481 0.0 0.6 0.5 -0.256
C -0.208890 -6.973703 -1.946681 0.0 -0.4 0.2 -0.082
C 0.540710 -5.174603 -0.547081 -0.6 -0.1 0.3 -0.744
S 0.313110 -3.549803 -0.798781 0.2 -0.7 0.2 0.792
N 0.319210 -5.815003 0.673219 0.5 0.8 -1.1 -0.230
C -0.198890 -4.996403 1.744819 -0.3 0.2 0.3 -0.121
C 1.330710 -6.751003 1.120519 0.0 -0.5 0.0 -0.072
H 1.799810 -6.185203 -3.441781 0.0 0.0 0.0 0.082
H 2.221510 -4.757903 -2.460981 0.0 0.0 -0.1 0.072
H 0.664010 -4.816803 -3.298281 0.0 0.0 0.0 0.071
H -1.008090 -6.463903 -2.506081 0.1 0.1 0.1 0.092
H -0.630490 -7.392703 -1.035881 0.0 -0.1 -0.1 0.081
H 0.188010 -7.779403 -2.570081 -0.1 0.0 0.1 0.082
H -1.048690 -4.427503 1.375719 0.0 0.1 0.1 0.066
H 0.537910 -4.286603 2.138419 0.0 0.0 -0.1 0.046
H -0.523990 -5.657803 2.550319 0.0 0.0 0.0 0.087
H 1.769710 -7.244103 0.256219 0.0 0.0 0.1 0.078
H 0.863410 -7.499403 1.767919 0.1 0.0 0.0 0.083
H 2.124310 -6.249403 1.691819 -0.1 0.1 -0.1 0.096
```
Positions in Å, forces in eV/Å.

Computed properties:
Charge = -2
Relative energy (zero: lowest compared OMol25 entry of this formula, charge and spin) = 29.1 kcal per mole
Kohn-Sham gap = 0.0695 hartree
Strongest force on any atom = 2.6 eV/A


LUMO energy values (in eV) by entry order: 0.8661 0.4994 -1.4278 3.5682.